{
  "formula": "C2H3NO",
  "method": "the ωB97M-V functional and the def2-TZVPD basis",
  "homo_energy_ev": [-9.3, -9.3],
  "relative_energy_kj_mol": 589.4,
  "homo_lumo_gap_ev": [6.63, 6.63],
  "multiplicity": 1,
  "total_charge": 0,
  "symbols": ["C", "C", "N", "O", "H", "H", "H"],
  "coordinates": [[0.697, -1.886, 0.681], [0.431, -0.955, -0.034], [-0.461, 1.824, 0.054], [0.077, -0.063, -0.796], [0.666, -2.895, 0.963], [-1.463, 1.726, -0.156], [0.053, 2.249, -0.712]],
  "forces_ev_per_angstrom": [[0.5, -1.1, 0.3], [-0.9, 0.9, 0.0], [0.7, -2.5, 0.2], [-0.6, 3.1, -0.3], [0.2, -0.5, 0.6], [0.4, 0.0, -0.5], [-0.3, 0.0, -0.4]]
}